Entry 1:
This record from OMol25 describes C16H52N4O8 as an isolated structure at a distorted geometry. The level of theory is ωB97M-V with the def2-TZVPD basis set.

Structure (ORCA input):
```
! RIJCOSX wB97M-V def2-TZVPD def2/J DEFGRID3
* xyz 0 1
O -0.66909 4.17963 -0.05135
O -1.01158 0.14713 1.96336
O 1.58824 3.39932 -1.05809
O 0.42373 3.57513 2.08561
O -1.15287 1.56163 -2.32983
O -0.66183 -1.63579 -4.27817
O 1.44041 -2.14950 1.96352
O -1.08601 3.71762 -2.45586
N -0.84691 -4.84334 -2.54764
N 1.53002 1.25408 -1.08701
N 4.04164 -1.22723 0.93314
N 0.81517 1.09876 3.80361
C -0.87440 -2.49567 -3.26848
C -0.35553 -3.90072 -3.60471
C -0.76225 -0.27869 -3.86980
C 0.08481 -0.08880 4.10416
C 3.01057 -0.33929 1.47158
C 0.34205 -2.48475 2.77031
C 2.29272 0.20341 0.27085
C -0.86730 -4.57195 -4.83880
C -0.07287 -0.09516 5.63561
C 0.29690 0.87196 -0.43502
C -0.72117 0.46387 -1.52699
C -0.13909 1.93973 0.52414
C 2.11025 -1.00751 2.47323
C -1.25663 -0.23645 3.31629
C -2.49447 1.31532 -2.86027
C -2.18947 0.01077 1.21532
H -0.78157 -0.88226 5.89314
H -0.63120 0.81084 5.87123
H -1.60758 -0.04181 -1.14402
H 0.95846 3.40823 2.86177
H -0.28404 5.02842 0.16661
H -0.60383 3.67172 0.75735
H 0.78108 -0.17704 6.30803
H 3.53348 0.44342 2.02117
H 1.40730 -0.25010 2.82005
H -0.48844 -4.00684 -5.69039
H 1.97286 2.03923 -0.63146
H -0.25382 -0.32455 -2.11695
H -1.94006 0.51685 3.70819
H -1.07297 1.61027 0.97959
H -1.92949 -2.45910 -2.99733
H 0.13096 1.82989 3.67172
H 0.76579 4.39554 1.73040
H 0.05048 -3.45873 2.37734
H -1.18532 3.24150 -1.63144
H -0.70244 -5.82176 -2.75243
H -1.92901 0.03557 0.15719
H -2.73658 1.90772 -3.74263
H -1.95528 -4.63589 -4.85679
H 0.51547 -2.59776 3.84047
H -0.24811 -2.22657 -2.41792
H -3.11148 1.70588 -2.05104
H 1.66818 -0.58350 -0.15203
H -0.41428 -1.71069 2.64026
H 2.64859 -1.41775 3.32763
H 1.80993 1.14836 0.52003
H -0.07884 0.11626 -3.11810
H -2.88806 0.83741 1.34471
H -0.64692 0.33920 -4.76032
H 0.41354 -0.00521 0.20144
H 2.99344 0.52450 -0.49985
H 4.45083 -0.81761 0.10557
H 0.73326 -3.90386 -3.55338
H -1.84338 -4.76810 -2.40102
H 0.75521 3.82490 -0.85516
H -0.30391 2.81498 -0.10425
H 1.11712 0.91805 2.85689
H 1.31137 1.53806 -2.03128
H 0.47461 2.12355 1.40599
H -2.75128 -0.92016 1.29169
H 2.18046 4.12046 -1.27135
H -0.40889 3.23603 -2.93105
H -2.91825 0.33611 -3.08308
H -1.73503 -1.19786 3.50314
H -1.76560 -0.15978 -3.46084
H 3.48984 -1.99449 0.57690
H 0.67087 -0.97380 3.85635
H -0.43253 -5.57127 -4.85949
*
```

## Properties
M ... 428.61 g mol⁻¹
ΔE to the lowest compared entry with this formula, charge and spin ... 1948.4 kJ/mol
Gap between HOMO and LUMO ... 6.84 eV

Entry 2:
This record from OMol25 describes a 8-piece molecular cluster, C16H26Cl21IO2P overall at a distorted geometry. The level of theory is ωB97M-V with the def2-TZVPD basis set.

Structure (ORCA input):
```
! RIJCOSX wB97M-V def2-TZVPD def2/J DEFGRID3
* xyz -1 1
I 2.60984 1.93410 -2.18027
Cl -2.75408 4.91800 0.29713
Cl -1.23179 1.51584 6.94606
Cl -5.06797 2.91505 -1.18008
Cl -2.85094 -2.00370 2.47469
Cl -7.25728 3.79668 0.52682
Cl -1.05633 -3.74554 3.96775
Cl -1.80770 0.78803 4.18517
Cl -3.86038 5.06539 -6.91198
Cl -0.22522 3.16350 4.76528
Cl -6.41245 5.44097 -1.72400
Cl -2.01261 3.80750 -8.77939
Cl -0.60601 4.39729 2.19405
Cl -0.61000 2.34712 -4.23246
Cl -0.72985 5.25064 -4.03541
Cl -4.05639 -2.12877 8.14383
Cl -1.76036 -1.65123 9.87124
Cl -4.30782 -0.36076 10.44482
Cl -2.45776 3.60502 -2.36506
Cl -2.13246 6.71102 -8.58234
Cl 0.00817 5.47137 -0.44280
Cl -2.12432 -4.61157 1.40006
P 0.95955 0.05155 -2.04557
O 3.14286 -1.24700 -1.13866
O 0.83148 -0.72202 -3.61056
C 4.83742 -2.65178 0.05759
C -1.55442 2.12903 5.31523
C -2.27534 5.18397 -7.69511
C -3.22635 -0.94587 9.16908
C -0.46737 -2.77036 -1.13870
C -0.87273 3.72359 -3.14819
C 6.07849 -2.45388 -1.04362
C -0.55317 -3.62324 -2.56103
C 1.70770 -1.10274 -0.72326
C 1.31165 -3.27650 0.74307
C 4.03307 -1.18474 0.03104
C -2.44855 -3.68259 2.87357
C -5.88193 4.31576 -0.46233
C -1.16782 5.44772 0.88240
C 1.11927 -2.62644 -0.77632
C 6.86160 -3.84587 -1.40463
H 5.22058 -2.91640 1.13516
H -2.46727 2.72930 5.34741
H 1.73926 -4.36200 0.60883
H -1.50560 5.16310 -6.91941
H 6.81584 -1.58782 -0.69262
H -0.99803 -3.47209 -0.33293
H -3.30626 -4.13088 3.38152
H -1.26667 6.46367 1.27321
H 0.18007 -3.23564 -3.38779
H 1.53372 -1.44822 -3.68670
H -0.17569 -4.72192 -2.28443
H -2.93548 -0.09530 8.54732
H 6.41686 -4.33841 -2.38287
H 3.46601 -0.98259 1.03887
H 0.32503 -3.25936 1.38363
H 2.11930 -2.68730 1.39051
H 1.74814 -3.27644 -1.54229
H -1.08082 -1.77652 -1.14479
H 6.78048 -4.56317 -0.48387
H 4.87224 -0.38080 -0.17607
H 4.15417 -3.51073 -0.40961
H -1.65466 -3.75663 -2.95095
H 8.02320 -3.63495 -1.58527
H 5.53606 -2.10051 -2.04546
H -5.16919 4.83431 0.18401
H -0.10299 3.70272 -2.37248
*
```

## Properties
M ... 1152.77 g mol⁻¹
Gap between HOMO and LUMO ... 5.05 eV

Entry 3:
This record from OMol25 describes an isolated molecule of C3H5ClN4 at a distorted geometry. The level of theory is ωB97M-V with the def2-TZVPD basis set.

Structure (ORCA input):
```
! RIJCOSX wB97M-V def2-TZVPD def2/J DEFGRID3
* xyz 0 1
Cl 1.86285 -0.39645 1.82599
N -0.48592 1.19568 -2.22110
N 0.85795 0.17471 -0.55182
N -2.58824 -0.00704 -0.77768
N -0.28832 0.14672 -1.29683
C -0.75293 -0.56444 0.87736
C -1.37217 -0.17161 -0.40925
C 0.54514 -0.23731 0.68273
H -0.65068 0.80106 -3.11635
H 1.69529 0.71853 -0.78651
H -1.17253 -0.94015 1.80954
H -3.21494 -0.27590 -0.01330
H -1.31401 1.70571 -1.90825
*
```

## Properties
M ... 132.55 g mol⁻¹
ΔE to the lowest compared entry with this formula, charge and spin ... 260.1 kJ/mol
Gap between HOMO and LUMO ... 8.83 eV

Entry 4:
This record from OMol25 describes a 12-piece molecular cluster, C17H34BCl24O2 overall at a distorted geometry. The level of theory is ωB97M-V with the def2-TZVPD basis set.

Structure (ORCA input):
```
! RIJCOSX wB97M-V def2-TZVPD def2/J DEFGRID3
* xyz -1 1
Cl -2.85364 3.71686 -3.43531
Cl 6.14086 -1.61115 2.71209
Cl -6.30414 -5.66233 3.63126
Cl 2.31145 1.55301 0.38596
Cl -10.26817 -0.19643 0.98282
Cl 4.57108 3.83330 -3.52377
Cl -3.06122 -0.87882 4.11603
Cl -6.86774 -7.53541 1.46960
Cl -3.91992 -3.56741 3.38597
Cl -6.28427 0.57353 1.97433
Cl 5.89724 -2.85939 -1.96275
Cl 1.52018 -1.89476 -6.66023
Cl -1.46936 -2.15944 -0.25902
Cl -7.02498 -2.02988 3.05714
Cl 5.36168 -1.81208 6.40925
Cl 3.57044 -0.30409 3.14034
Cl -10.21299 1.20711 3.53740
Cl 4.51216 -0.32011 -2.32672
Cl 3.18600 6.37258 -3.88774
Cl 10.02900 -5.86147 -1.52250
Cl 2.08379 -0.02168 -4.49856
Cl 1.10106 -3.46650 -0.68727
Cl 6.85148 0.60612 5.75223
Cl 7.98266 -5.47252 -3.56212
O 0.33460 1.54999 -1.62751
O 1.30595 3.71393 -1.13814
C -4.15278 2.28545 -0.77550
C -5.65763 -6.47363 2.19990
C -3.12086 1.37594 -1.66600
C 3.63979 5.11194 -2.73455
C 8.31610 -5.54866 -1.82776
C 4.96596 -1.58075 -1.17354
C 5.29407 -0.06387 2.82977
C -0.69420 2.62510 -1.74606
C 0.25427 -1.91922 -0.56959
C -2.05597 2.26609 -2.58333
C 2.73029 -0.83298 -5.92993
C -2.63977 -2.35678 3.24248
C 0.30340 3.82334 -2.25003
C -6.99958 -0.28566 3.34368
C -0.14559 5.39353 -2.11104
C 5.81471 -0.18886 6.94308
C -10.11252 1.37353 1.78036
B 1.59996 2.23792 -1.19159
H -1.12178 5.50969 -1.47008
H 5.41371 0.47956 1.88938
H -0.99159 2.77738 -0.62484
H -5.26722 2.00344 -1.06043
H -5.35811 -5.71936 1.46821
H -4.78985 -7.07052 2.49082
H 2.73284 4.67863 -2.30601
H 0.68587 -1.33878 0.24945
H 0.95003 3.46670 -3.15746
H 8.04156 -4.59500 -1.37043
H 5.72567 0.51657 3.64881
H 5.57265 -1.13622 -0.38087
H -6.40905 -0.08090 4.23998
H -1.72073 1.52475 -3.45792
H 0.78373 5.98380 -1.68486
H -3.98962 1.97870 0.35886
H 3.02981 -0.07871 -6.66162
H 4.05901 -2.01406 -0.74499
H -0.29191 5.79727 -3.22405
H -8.02396 0.06598 3.48846
H -10.91807 2.02780 1.43827
H 3.59808 -1.42987 -5.63901
H 2.51371 2.21848 -1.96267
H -1.71569 -2.76499 3.65894
H 6.35364 -0.26343 7.89070
H -2.52263 0.62204 -0.99166
H -9.14586 1.81092 1.51915
H 4.24648 5.55646 -1.94189
H 4.90867 0.40644 7.07977
H -3.99395 3.44225 -0.84947
H -3.79152 0.75558 -2.42570
H -2.49405 -2.11657 2.18654
H 7.72337 -6.35363 -1.38655
H 0.37391 -1.37579 -1.50998
*
```

## Properties
M ... 1132.14 g mol⁻¹
Gap between HOMO and LUMO ... 7.29 eV

Entry 5:
This record from OMol25 describes an isolated molecule of C2H6FN3 at a distorted geometry. The level of theory is ωB97M-V with the def2-TZVPD basis set.

Structure (ORCA input):
```
! RIJCOSX wB97M-V def2-TZVPD def2/J DEFGRID3
* xyz 0 1
F -2.42193 -0.39177 -0.12720
N -0.83536 1.77928 -0.13190
N 1.13216 0.62481 0.04800
N 1.88076 -0.51637 -0.12432
C -1.09306 -0.64177 0.10449
C -0.22497 0.67755 0.02104
H 1.61618 1.47917 0.43398
H -0.96786 -1.10850 1.06927
H 1.52429 -1.24904 0.49652
H -1.80075 1.56766 -0.04347
H 1.85188 -0.81102 -1.11007
H -0.66133 -1.41001 -0.63634
*
```

## Properties
M ... 91.09 g mol⁻¹
ΔE to the lowest compared entry with this formula, charge and spin ... 56.8 kJ/mol
Gap between HOMO and LUMO ... 9.95 eV

Entry 6:
This record from OMol25 describes C14H13AsN3O6S3V as an isolated structure. The level of theory is ωB97M-V with the def2-TZVPD basis set.

Structure (ORCA input):
```
! RIJCOSX wB97M-V def2-TZVPD def2/J DEFGRID3
* xyz 2 1
As 1.50084 -2.49342 0.76198
V -0.36038 -0.18798 -0.70266
S -1.41100 0.09509 1.71307
S -1.08261 -1.91622 -1.84568
S -3.77965 -2.31532 -2.92767
O 3.16466 -2.58316 0.36391
O 1.07929 -1.00339 -0.44453
O -0.83281 -1.32779 2.26379
O -1.97807 -0.44235 0.38295
O -0.17527 0.75242 1.13723
O 0.48202 -3.60314 0.22545
N -2.67439 0.08349 -2.63167
N 0.62488 1.56091 -1.26696
N -1.57365 0.70757 -2.14326
C -4.99050 -1.23922 -3.71635
C 2.69301 -1.74488 3.22893
C 1.51585 -1.72264 2.48825
C 1.61578 4.09609 -1.69493
C -1.40275 1.96031 -2.35940
C 0.33081 3.76395 -2.12894
C -2.56880 -1.20113 -2.51790
C 1.46374 -0.88700 5.11138
C 0.32325 -1.29239 3.06235
C -0.12364 2.48788 -1.90419
C 0.28558 -0.87516 4.37180
C 1.84846 1.87544 -0.84572
C 2.65780 -1.31332 4.54812
C 2.38169 3.14164 -1.05534
H 3.38283 3.35963 -0.71257
H -0.29503 4.48095 -2.64270
H 3.61429 -2.09907 2.78856
H 3.56367 -1.32617 5.13766
H -4.55577 -0.78124 -4.60056
H -2.14802 2.54964 -2.88227
H 2.00637 5.09045 -1.86412
H -5.81789 -1.88620 -3.99831
H 1.43959 -0.56674 6.14413
H 2.40404 1.10148 -0.33617
H -5.32839 -0.48401 -3.01196
H 3.37308 -3.25121 -0.30853
H -0.65292 -0.56379 4.81282
*
```

## Properties
M ... 541.34 g mol⁻¹
Gap between HOMO and LUMO (alpha / beta) ... 5.80 / 5.81 eV

Entry 7:
This record from OMol25 describes an isolated ion of composition C2H6BrClP and charge +1 at a distorted geometry. The level of theory is ωB97M-V with the def2-TZVPD basis set.

Structure (ORCA input):
```
! RIJCOSX wB97M-V def2-TZVPD def2/J DEFGRID3
* xyz 1 1
Br -2.79455 0.68611 -0.05260
Cl -0.61904 -2.36994 0.06257
P -0.35299 -0.46681 -0.05747
C 0.67651 0.01046 -1.60242
C 0.18784 0.32822 1.57981
H -0.80603 0.38760 1.94931
H 0.56556 -0.84214 -2.24681
H 0.49006 1.38652 1.33671
H 0.78450 -0.32040 2.21632
H 1.63325 0.21944 -1.24184
H 0.23489 0.98095 -1.94357
*
```

## Properties
M ... 176.40 g mol⁻¹
ΔE to the lowest compared entry with this formula, charge and spin ... 97.9 kJ/mol
Gap between HOMO and LUMO ... 8.27 eV

Entry 8:
This record from OMol25 describes a 2-piece molecular cluster, C3H11N2O overall at a distorted geometry. The level of theory is ωB97M-V with the def2-TZVPD basis set.

Structure (ORCA input):
```
! RIJCOSX wB97M-V def2-TZVPD def2/J DEFGRID3
* xyz 1 1
O 6.25140 3.00556 -0.03708
N -2.59395 -1.95312 1.48793
N -1.47180 -0.15134 0.53739
C -0.66486 0.38183 -0.65071
C -2.35726 -1.12635 0.48567
C -0.57817 -0.57564 -1.81477
H 6.30389 2.42148 0.72959
H 5.43803 2.97759 -0.52301
H -2.83535 -2.93170 1.41315
H -1.21916 1.33722 -0.77917
H -1.55836 -0.66801 -2.29377
H 0.24726 -0.40890 -2.50401
H 0.28478 0.69102 -0.19696
H -0.35917 -1.56492 -1.38572
H -1.80678 -1.86035 2.12887
H -1.34604 0.21074 1.47712
H -2.81933 -1.32498 -0.47138
*
```

## Properties
M ... 91.13 g mol⁻¹
ΔE to the lowest compared entry with this formula, charge and spin ... 187.0 kJ/mol
Gap between HOMO and LUMO ... 8.95 eV

Entry 9:
This record from OMol25 describes a 2-piece molecular cluster, CHNOS overall at a distorted geometry. The level of theory is ωB97M-V with the def2-TZVPD basis set.

Structure (ORCA input):
```
! RIJCOSX wB97M-V def2-TZVPD def2/J DEFGRID3
* xyz 0 1
S -1.91867 2.04476 0.04577
O -1.43660 1.89734 -1.36855
N 2.01923 -1.06458 1.02745
C 1.10536 -1.33558 0.38163
H 0.23068 -1.54193 -0.08629
*
```

## Properties
M ... 75.09 g mol⁻¹
ΔE to the lowest compared entry with this formula, charge and spin ... 109.6 kJ/mol
Gap between HOMO and LUMO (alpha / beta) ... 7.82 / 7.78 eV

Number 1: total energy -39754.45135 eV. Number 2: total energy -301464.49921 eV. Number 3: total energy -21672.67425 eV. Number 4: total energy -323492.59335 eV. Number 5: total energy -9357.49347 eV. Number 6: total energy -150499.77781 eV. Number 7: total energy -94017.48224 eV. Number 8: total energy -8309.85424 eV. Number 9: total energy -15423.10565 eV.